# 1
{
  "formula": "CHCl2FS",
  "method": "wB97M-V/def2-TZVPD",
  "spin_multiplicity": 1,
  "homo_lumo_gap_ha": 0.378,
  "molar_mass_g_mol": 134.99,
  "lumo_energy_ha": 0.00788,
  "charge": 0,
  "smiles": "FC(S)(Cl)Cl",
  "elements": ["F", "C", "S", "Cl", "Cl", "H"],
  "xyz": [[-0.364, 0.358, -1.712], [-0.151, 0.251, -0.344], [1.351, -0.794, 0.043], [-1.595, -0.690, 0.300], [-0.028, 1.848, 0.402], [0.787, -0.972, 1.311]],
  "lowdin_charge": [-0.13, -1.53, 0.65, 0.52, 0.59, -0.10]
}

***

# 2
{
  "formula": "CHCl2FS2",
  "method": "wB97M-V/def2-TZVPD",
  "spin_multiplicity": 1,
  "homo_lumo_gap_ha": 0.363,
  "molar_mass_g_mol": 167.06,
  "lumo_energy_ha": 0.00918,
  "charge": 0,
  "smiles": "FC(Cl)(Cl)SS",
  "elements": ["F", "C", "Cl", "Cl", "S", "S", "H"],
  "xyz": [[-3.262, -1.145, 1.698], [-2.056, -1.652, 1.649], [-1.950, -2.314, -0.071], [-1.777, -2.773, 2.880], [-0.779, -0.140, 2.030], [-0.363, 0.718, 0.293], [1.004, 0.057, 0.177]],
  "lowdin_charge": [-0.10, -1.55, 0.53, 0.67, 0.30, 0.22, -0.07]
}

***

# 3
{
  "formula": "CHCl2FS2",
  "method": "wB97M-V/def2-TZVPD",
  "spin_multiplicity": 3,
  "homo_lumo_gap_ha": [0.228, 0.228],
  "molar_mass_g_mol": 167.06,
  "lumo_energy_ha": [0.01003, -0.12934],
  "charge": 0,
  "elements": ["C", "F", "S", "S", "Cl", "Cl", "H"],
  "xyz": [[0.503, 0.341, 0.571], [1.087, 1.059, -0.413], [-0.637, -0.714, -1.910], [0.279, -1.319, -0.143], [-1.070, 1.133, 1.019], [1.592, 0.177, 1.993], [-1.754, -0.678, -1.116]],
  "lowdin_charge": [-1.58, -0.14, 0.31, 0.45, 0.56, 0.57, -0.18]
}

***

# 4
{
  "formula": "CHCl2NO3",
  "method": "wB97M-V/def2-TZVPD",
  "spin_multiplicity": 1,
  "homo_lumo_gap_ha": [0.303, 0.211],
  "molar_mass_g_mol": 145.93,
  "lumo_energy_ha": [-0.07108, -0.11345],
  "charge": 0,
  "elements": ["C", "N", "O", "O", "O", "Cl", "Cl", "H"],
  "xyz": [[-0.544, -0.007, 0.671], [-1.304, 0.903, -3.071], [-1.972, 0.067, -2.406], [-1.690, 1.011, -4.217], [-0.394, 1.517, -2.554], [-1.170, 1.211, 1.650], [-1.557, -0.809, -0.329], [0.431, -0.215, 0.581]],
  "lowdin_charge": [-0.97, -0.61, -0.15, 0.08, 0.05, 0.69, 0.93, -0.01]
}

***

# 5
{
  "formula": "CHCl2OPS",
  "method": "wB97M-V/def2-TZVPD",
  "spin_multiplicity": 1,
  "homo_lumo_gap_ha": 0.304,
  "molar_mass_g_mol": 162.97,
  "lumo_energy_ha": -0.05299,
  "charge": 0,
  "elements": ["C", "O", "P", "S", "Cl", "Cl", "H"],
  "xyz": [[0.600, -0.760, 0.786], [-0.886, 1.475, 0.144], [-1.373, 0.682, -0.985], [-0.239, -1.673, -0.252], [-0.085, 1.384, -2.463], [1.547, -1.425, 2.050], [0.437, 0.318, 0.720]],
  "lowdin_charge": [-1.09, -0.61, 0.35, 0.65, 0.10, 0.62, -0.03]
}

***

# 6
{
  "formula": "CHCl2OPS",
  "method": "wB97M-V/def2-TZVPD",
  "spin_multiplicity": 1,
  "homo_lumo_gap_ha": 0.294,
  "molar_mass_g_mol": 162.97,
  "lumo_energy_ha": -0.06933,
  "charge": 0,
  "smiles": "O=P(Cl)(Cl)C=S",
  "elements": ["O", "P", "Cl", "Cl", "C", "S", "H"],
  "xyz": [[3.491, -1.361, 0.800], [2.346, -0.630, 0.222], [2.707, -0.020, -1.756], [2.060, 1.096, 1.178], [0.816, -1.621, 0.140], [-0.656, -1.613, 0.809], [1.185, -2.577, -0.606]],
  "lowdin_charge": [-0.40, -0.15, 0.27, 0.35, -0.88, 0.69, 0.11]
}

***

# 7
{
  "formula": "CHCl3N2",
  "method": "wB97M-V/def2-TZVPD",
  "spin_multiplicity": 1,
  "homo_lumo_gap_ha": [0.280, 0.308],
  "molar_mass_g_mol": 147.39,
  "lumo_energy_ha": [-0.03958, -0.05002],
  "charge": 0,
  "elements": ["C", "N", "N", "Cl", "Cl", "Cl", "H"],
  "xyz": [[-0.612, 0.602, 0.083], [-1.074, -0.434, -0.307], [1.695, -0.033, 0.431], [-0.757, 2.181, 0.456], [-2.749, -0.772, -0.798], [1.562, -1.664, 0.685], [1.935, 0.120, -0.550]],
  "lowdin_charge": [-0.84, -0.43, -0.48, 0.76, 0.49, 0.52, -0.02]
}

***

# 8
{
  "formula": "CHCl3O2P",
  "method": "wB97M-V/def2-TZVPD",
  "spin_multiplicity": 1,
  "homo_lumo_gap_ha": [0.284, 0.284],
  "molar_mass_g_mol": 182.35,
  "lumo_energy_ha": [0.12183, 0.12183],
  "charge": -1,
  "elements": ["C", "O", "O", "P", "Cl", "Cl", "Cl", "H"],
  "xyz": [[2.127, 0.902, 1.789], [-0.356, 0.015, 0.256], [0.756, 3.070, 0.865], [1.402, 1.929, 0.223], [3.694, 1.722, 2.093], [2.473, -0.840, 1.599], [1.158, 1.059, 3.232], [-0.835, 0.277, -0.669]],
  "lowdin_charge": [-1.83, -0.60, -0.56, 0.73, 0.40, 0.44, 0.48, -0.05]
}